Molecular formula: CH2ClO3S
Method: DFT, the ωB97M-V functional and the def2-TZVPD basis

The frontier orbital gap is 7.885 eV. For the energy relative to the best compared isomer or geometry (same formula, charge and spin), the calculation gives 17.0 kcal per mole. The value obtained for the highest occupied orbital energy is -4.03 eV. The spin multiplicity is 1. Its total charge is -1.

```
8
CH2ClO3S, DFT the ωB97M-V functional and the def2-TZVPD basis
C 0.80 -0.16 0.43
O -1.07 -0.34 -1.40
O -1.98 0.08 1.11
O 0.96 -1.10 -0.36
S -1.15 0.68 -0.04
Cl 1.82 1.49 -0.08
H 0.78 0.02 1.51
H -0.17 -0.69 -1.18
```